Formula: C35H96O13
Source: the OMol25 dataset
Level of theory: ωB97M-V/def2-TZVPD

Structure (XYZ):
```
144
Properties=species:S:1:pos:R:3
C 2.383 -3.683 2.928
C 1.555 -3.084 1.845
C 0.073 -3.549 2.008
O 1.580 -1.684 1.872
H 2.425 -4.762 2.776
H 1.990 -3.411 3.907
H 3.396 -3.325 2.745
H 1.949 -3.376 0.871
H 0.009 -4.637 2.006
H -0.518 -3.114 1.202
H -0.300 -3.295 3.000
H 0.966 -1.439 2.569
C 1.913 3.897 0.100
C 0.695 4.507 -0.482
C -0.494 4.709 0.413
O 1.014 5.722 -1.158
H 1.621 3.017 0.672
H 2.428 4.553 0.801
H 2.512 3.554 -0.744
H 0.414 3.913 -1.352
H -0.283 5.450 1.184
H -0.840 3.845 0.981
H -1.288 5.125 -0.207
H 1.678 5.522 -1.822
C -4.464 -1.249 -1.561
C -4.535 0.050 -0.759
C -5.613 0.087 0.317
O -3.261 0.248 -0.140
H -5.436 -1.418 -2.025
H -4.203 -2.108 -0.943
H -3.722 -1.186 -2.357
H -4.655 0.893 -1.440
H -5.460 -0.672 1.084
H -6.645 0.045 -0.033
H -5.538 1.062 0.799
H -3.203 -0.484 0.478
C 1.974 0.741 5.371
C 0.645 0.750 4.549
C 0.726 1.497 3.200
O 0.228 -0.576 4.297
H 2.669 0.092 4.838
H 1.929 0.495 6.432
H 2.446 1.723 5.357
H -0.081 1.201 5.227
H -0.219 1.484 2.656
H 1.509 1.095 2.557
H 1.056 2.531 3.304
H -0.030 -0.966 5.136
C 0.087 -2.558 -2.921
C -0.366 -3.375 -4.176
C 0.756 -3.514 -5.223
O -0.909 -4.660 -3.770
H -0.781 -2.399 -2.282
H 0.448 -1.561 -3.176
H 0.816 -3.097 -2.316
H -1.166 -2.845 -4.693
H 1.315 -2.578 -5.227
H 0.450 -3.817 -6.224
H 1.534 -4.246 -5.005
H -1.117 -5.182 -4.549
C -3.042 -0.432 3.323
C -3.202 -1.920 2.960
C -4.505 -2.531 3.365
O -3.114 -2.066 1.563
H -2.068 -0.170 2.908
H -2.764 -0.350 4.374
H -3.855 0.242 3.056
H -2.433 -2.519 3.448
H -4.703 -2.442 4.433
H -4.532 -3.576 3.057
H -5.328 -2.064 2.824
H -3.329 -2.957 1.277
C 4.016 2.035 -3.302
C 3.461 1.699 -4.691
C 2.961 0.294 -4.828
O 2.405 2.537 -4.935
H 4.485 3.015 -3.397
H 4.769 1.334 -2.942
H 3.299 2.053 -2.481
H 4.302 1.879 -5.361
H 2.134 -0.003 -4.183
H 3.792 -0.412 -4.795
H 2.521 0.179 -5.818
H 1.688 2.402 -4.311
C -3.974 4.027 0.652
C -4.210 3.640 2.108
C -2.900 3.667 2.823
O -4.879 4.760 2.610
H -4.852 4.009 0.006
H -3.331 3.233 0.273
H -3.351 4.904 0.473
H -4.780 2.715 2.186
H -2.283 4.547 2.639
H -2.294 2.828 2.482
H -3.024 3.643 3.906
H -4.902 4.716 3.569
C -1.388 1.029 -4.409
C -0.765 2.429 -4.224
C -1.728 3.563 -3.768
O 0.270 2.286 -3.272
H -0.586 0.305 -4.559
H -2.049 0.985 -5.274
H -1.979 0.731 -3.543
H -0.350 2.747 -5.181
H -2.215 4.124 -4.565
H -1.202 4.345 -3.219
H -2.599 3.256 -3.189
H -0.141 2.110 -2.422
C 5.995 0.607 1.511
C 4.560 0.196 1.332
C 4.046 0.601 -0.045
O 4.416 -1.229 1.419
H 6.369 0.362 2.504
H 6.186 1.664 1.329
H 6.653 -0.021 0.910
H 3.990 0.644 2.146
H 3.128 0.079 -0.315
H 4.853 0.384 -0.744
H 3.907 1.675 -0.167
H 3.470 -1.354 1.316
C -1.190 -7.615 -1.359
C -0.728 -6.373 -0.569
C 0.713 -6.072 -0.827
O -1.562 -5.351 -1.105
H -2.270 -7.717 -1.252
H -0.650 -8.477 -0.968
H -0.884 -7.501 -2.399
H -0.925 -6.421 0.502
H 0.877 -5.835 -1.878
H 1.374 -6.900 -0.572
H 0.962 -5.094 -0.417
H -1.278 -5.084 -1.983
C 0.104 0.230 -0.347
O -0.841 1.194 -0.830
H 0.479 -0.425 -1.134
H 0.995 0.708 0.060
H -0.334 -0.390 0.435
H -1.732 0.896 -0.631
C 5.265 3.526 3.487
O 4.074 3.444 2.742
H 5.995 3.702 2.697
H 5.280 4.306 4.249
H 5.345 2.542 3.949
H 3.848 4.316 2.411
```

## Properties
- 2S+1: 1
- Calculated total energy: -64467.5022 eV
- Energy above the lowest of the compared OMol25 structures with the same formula, charge and spin: 159.0 kJ/mol
- Orbital gap: 9.62 eV
- Total charge: 0
- HOMO: -9.311 eV
- Max |F|: 2.74 eV/A